No. 1
Formula: C6H10
Source: the OMol25 dataset
Level of theory: ωB97M-V/def2-TZVPD

- HOMO-LUMO gap (eV) = 8.739
- highest occupied orbital energy (eV) = -8.27
- lowest unoccupied orbital energy (eV) = 0.5

```
! RIJCOSX wB97M-V def2-TZVPD def2/J DEFGRID3
* xyz 0 1
C 0.001 -0.469 -1.874
C -0.567 -0.760 2.312
C 0.717 0.526 -1.005
H -0.848 -1.739 1.874
H 1.490 -0.358 0.826
H -0.555 -1.253 -1.362
H -0.412 1.598 -2.600
C -0.650 0.051 1.084
H 0.460 -0.779 -2.808
H 1.665 0.906 -1.383
H -1.416 1.075 -1.150
C 0.675 0.313 0.496
C -0.520 0.934 -1.748
H 0.865 1.279 1.019
H -1.351 -0.544 3.045
H 0.416 -0.890 2.796
*
```

Table of Löwdin atomic charges, one value per atom, all in e: -0.132 -0.164 -0.318 0.104 0.116 0.097 0.096 -0.008 0.095 0.129 0.082 -0.247 -0.138 0.150 0.068 0.072

***

No. 2
Formula: C6H10
Source: the OMol25 dataset
Level of theory: ωB97M-V/def2-TZVPD

- HOMO-LUMO gap (eV) = 9.727
- highest occupied orbital energy (eV) = -9.63
- lowest unoccupied orbital energy (eV) = 0.1

```
! RIJCOSX wB97M-V def2-TZVPD def2/J DEFGRID3
* xyz 0 1
H -0.371 2.383 0.006
H 0.233 -2.630 1.208
C -0.464 1.295 -0.063
H 0.668 -0.321 2.090
H -0.908 -1.486 0.489
C 0.881 0.652 0.204
C 0.151 -1.759 0.548
C 2.051 1.022 -0.237
H -2.061 1.310 -1.532
H -0.430 1.343 -2.233
C -1.042 0.922 -1.430
H 2.040 -0.907 1.160
H -1.154 0.988 0.732
H -1.071 -0.163 -1.569
C 0.991 -0.599 1.078
H 0.486 -2.050 -0.452
*
```

Table of Löwdin atomic charges, one value per atom, all in e: 0.108 0.074 -0.226 0.117 0.068 -0.442 -0.103 0.242 0.073 0.078 -0.102 0.101 0.110 0.065 -0.245 0.082

***

No. 3
Formula: C6H10
Source: the OMol25 dataset
Level of theory: ωB97M-V/def2-TZVPD

- HOMO-LUMO gap (eV) = 10.650
- structure (SMILES) = C#CC(C)(C)C
- highest occupied orbital energy (eV) = -9.71
- lowest unoccupied orbital energy (eV) = 0.9

```
! RIJCOSX wB97M-V def2-TZVPD def2/J DEFGRID3
* xyz 0 1
C -0.648 -1.125 -0.193
C 1.588 -0.290 0.552
H 0.988 1.666 -1.394
C 0.482 0.699 -1.478
H 1.143 0.075 -2.111
H -1.866 0.743 0.308
C -0.973 0.820 0.927
H -2.513 -2.360 0.220
H -1.109 0.066 1.702
H -1.106 1.788 1.470
C -1.623 -1.809 0.003
H -0.439 0.824 -2.053
H 2.219 -0.907 -0.118
C 0.202 0.083 -0.069
H 1.474 -0.877 1.467
H 2.181 0.605 0.768
*
```

Table of Löwdin atomic charges, one value per atom, all in e: -0.162 -0.066 0.077 -0.066 0.085 0.056 -0.028 0.035 0.056 0.071 0.111 0.076 0.085 -0.482 0.076 0.077

***

No. 4
Formula: C6H10
Source: the OMol25 dataset
Level of theory: ωB97M-V/def2-TZVPD

- HOMO-LUMO gap (eV) = 11.002
- structure (SMILES) = C#CCC(C)C
- highest occupied orbital energy (eV) = -9.91
- lowest unoccupied orbital energy (eV) = 1.1

```
! RIJCOSX wB97M-V def2-TZVPD def2/J DEFGRID3
* xyz 0 1
C 2.511 0.310 0.080
H 0.173 -0.243 -1.787
H 3.456 -0.023 -0.275
H -1.591 -0.221 -1.865
H -0.073 0.945 1.992
C -0.538 -1.374 0.494
H -1.839 0.342 0.443
C 1.485 0.719 0.559
C -0.818 0.094 0.131
C -0.723 0.251 -1.393
H -0.069 2.118 0.691
C 0.111 1.056 0.914
H -1.377 -2.006 0.185
H -0.690 1.298 -1.712
H -0.376 -1.524 1.567
H 0.357 -1.741 -0.023
*
```

Table of Löwdin atomic charges, one value per atom, all in e: 0.115 0.073 0.023 0.077 0.116 -0.088 0.127 -0.159 -0.430 -0.086 0.118 -0.193 0.077 0.078 0.079 0.072

***

No. 5
Formula: C6H10
Source: the OMol25 dataset
Level of theory: ωB97M-V/def2-TZVPD

- HOMO-LUMO gap (eV) = 10.719
- structure (SMILES) = C[C@H]1C[C@H]2C[C@H]21
- highest occupied orbital energy (eV) = -9.48
- lowest unoccupied orbital energy (eV) = 1.2

```
! RIJCOSX wB97M-V def2-TZVPD def2/J DEFGRID3
* xyz 0 1
H -2.659 0.273 0.382
H 2.256 0.987 -1.120
C -0.764 -0.559 1.144
C 0.651 -0.407 -0.465
C -1.585 0.366 0.274
H 1.004 0.725 1.443
H -1.238 -1.146 1.919
C 0.730 -0.278 1.087
C -0.872 -0.763 -0.346
H 0.913 0.823 -2.257
H -1.378 -1.611 -0.821
H -1.230 1.354 -0.005
H 0.926 -1.348 -0.918
H 0.730 1.746 -0.750
H 1.351 -1.002 1.628
C 1.165 0.841 -1.196
*
```

Table of Löwdin atomic charges, one value per atom, all in e: 0.102 0.080 -0.224 -0.300 -0.093 0.107 0.125 -0.114 -0.210 0.072 0.134 0.094 0.124 0.066 0.107 -0.071

***

No. 6
Formula: C6H10Br2O3
Source: the OMol25 dataset
Level of theory: ωB97M-V/def2-TZVPD

- HOMO-LUMO gap (alpha / beta) (eV) = 9.131 / 6.566
- highest occupied orbital energy (alpha / beta) (eV) = -8.99 / -7.42
- lowest unoccupied orbital energy (alpha / beta) (eV) = 0.1 / -0.9

```
! RIJCOSX wB97M-V def2-TZVPD def2/J DEFGRID3
* xyz 0 1
H 1.221 2.249 -0.202
H -0.503 0.351 -0.021
H 1.411 -1.254 2.424
O -1.230 -2.167 -0.095
H -1.978 -0.915 -0.179
C 1.307 0.899 -1.819
C 0.573 0.332 0.556
H 1.600 -1.356 -0.588
H 0.520 0.638 1.530
O -2.468 0.044 -0.241
C 1.453 1.234 -0.337
Br -2.873 1.653 1.917
C -3.226 0.166 0.837
H 2.479 0.998 0.108
H 0.283 0.816 -2.190
C -0.085 -2.202 0.232
C 0.986 -1.150 0.427
H 1.923 0.015 -2.243
H 1.780 1.697 -2.583
Br -4.933 -0.468 0.890
O 1.761 -1.581 1.579
*
```

Table of Löwdin atomic charges, one value per atom, all in e: 0.085 0.136 0.102 0.096 0.065 -0.134 -0.151 0.184 0.078 -0.227 -0.248 0.668 -1.405 0.136 0.065 0.004 -0.325 0.085 0.111 0.724 -0.048

***

No. 7
Formula: C6H10BrN2
Source: the OMol25 dataset
Level of theory: ωB97M-V/def2-TZVPD

- HOMO-LUMO gap (eV) = 7.388
- structure (SMILES) = [H]/N=C1/C=C(Br)[N@@H+](C)CC1
- highest occupied orbital energy (eV) = -12.80
- lowest unoccupied orbital energy (eV) = -5.4

```
! RIJCOSX wB97M-V def2-TZVPD def2/J DEFGRID3
* xyz 1 1
N 0.800 -3.177 0.086
H -1.819 -2.689 0.695
H 1.853 -0.967 -0.583
C 0.105 0.353 -1.034
C -1.812 -0.319 0.276
N -1.082 0.798 -0.234
Br -3.687 -0.269 0.477
H -0.265 -0.139 -1.904
C -0.715 1.788 0.799
H 0.675 1.164 -1.405
H -0.382 2.603 0.213
C -1.133 -1.877 0.352
H 1.048 -0.312 0.906
C 0.184 -2.042 0.042
H -1.597 1.893 1.396
H 0.084 1.517 1.314
H 1.741 -3.198 -0.116
C 0.922 -0.625 -0.168
H -1.655 1.317 -0.813
*
```

Table of Löwdin atomic charges, one value per atom, all in e: 0.217 0.124 0.114 -0.072 -0.575 -0.180 0.839 0.140 0.061 0.130 0.117 0.068 0.138 -0.405 0.114 0.057 0.036 -0.061 0.138

***

No. 8
Formula: C6H10CdF3O2
Source: the OMol25 dataset
Level of theory: ωB97M-V/def2-TZVPD

- HOMO-LUMO gap (eV) = 2.862
- highest occupied orbital energy (eV) = -10.37
- lowest unoccupied orbital energy (eV) = -7.5

```
! RIJCOSX wB97M-V def2-TZVPD def2/J DEFGRID3
* xyz 1 1
C -1.859 -1.992 0.354
H -0.448 1.893 0.676
H -2.111 -1.230 1.084
H 1.150 1.238 1.092
H -0.435 1.050 -1.515
H -1.903 -0.501 -1.137
H -1.184 -1.970 -1.726
H 0.927 -1.302 -1.083
F 2.877 3.001 1.164
H -2.780 -2.471 0.012
Cd -2.742 -2.944 2.551
C 0.559 1.667 0.281
C 0.183 -0.725 -0.510
H -0.137 -2.927 0.613
O -1.041 -3.008 0.936
C -1.229 -1.313 -0.858
F 2.846 4.034 -0.729
C 0.288 0.686 -0.783
O 1.096 2.882 -0.184
F 3.029 1.873 -0.673
C 2.466 2.963 -0.103
H 0.449 -0.903 0.539
*
```

Table of Löwdin atomic charges, one value per atom, all in e: -0.435 0.190 0.013 0.154 0.157 0.121 0.131 0.179 0.194 0.081 0.790 -0.138 -0.144 0.082 -0.313 -0.120 0.244 0.159 0.068 0.164 -0.712 0.135

***

No. 9
Formula: C6H10Cl3O3P
Source: the OMol25 dataset
Level of theory: ωB97M-V/def2-TZVPD

- HOMO-LUMO gap (eV) = 8.709
- structure (SMILES) = CCOP=C(Cl)Cl.CCOC(=O)Cl
- highest occupied orbital energy (eV) = -8.79
- lowest unoccupied orbital energy (eV) = -0.1

```
! RIJCOSX wB97M-V def2-TZVPD def2/J DEFGRID3
* xyz 0 1
H 1.966 -2.828 0.464
C 2.364 -1.792 0.218
C -2.500 2.037 0.122
C 2.698 -1.024 1.491
H -2.442 3.107 -0.278
H 3.271 -1.964 -0.517
H -2.331 2.970 2.175
C 0.565 -1.885 -1.135
C -0.374 0.388 -2.512
Cl -1.602 -0.779 -2.782
H -1.103 1.977 1.748
Cl -0.997 -2.472 -0.110
O 1.241 -1.097 -0.417
O -1.954 1.069 -0.705
Cl 1.016 0.327 -3.713
H 2.205 -1.343 2.424
H -3.688 1.922 0.083
O 0.571 -2.371 -2.169
H 3.882 -1.126 1.756
H 2.418 0.026 1.338
P -0.504 1.552 -1.343
H -2.526 1.295 2.240
C -2.179 2.011 1.623
*
```

Table of Löwdin atomic charges, one value per atom, all in e: 0.132 -0.194 -0.405 -0.078 0.111 0.165 0.094 -0.943 -1.368 0.653 0.059 0.459 -0.096 -0.470 0.497 0.073 0.150 0.064 0.131 0.073 0.953 0.026 -0.084

***

No. 10
Formula: C6H10ClF
Source: the OMol25 dataset
Level of theory: ωB97M-V/def2-TZVPD

- HOMO-LUMO gap (eV) = 10.499
- structure (SMILES) = C[C@@H](Cl)/C=C\CCF
- highest occupied orbital energy (eV) = -9.68
- lowest unoccupied orbital energy (eV) = 0.8

```
! RIJCOSX wB97M-V def2-TZVPD def2/J DEFGRID3
* xyz 0 1
C -1.121 -1.076 -0.527
H 1.661 1.633 1.567
H -0.987 -2.043 1.384
H 1.383 -1.191 1.662
C 1.540 1.694 0.363
C 1.526 0.250 -0.302
H -2.807 -0.261 0.470
C -0.335 -1.479 0.599
C -2.015 0.151 -0.404
H -2.562 0.047 -1.297
H -1.833 -1.806 -0.921
H 2.207 2.335 -0.360
H 0.460 2.123 0.217
H 1.033 0.002 -1.369
Cl 3.320 -0.266 -0.335
H -0.748 -0.912 -1.497
F -1.515 1.509 0.024
C 0.792 -0.709 0.726
*
```

Table of Löwdin atomic charges, one value per atom, all in e: -0.312 0.129 0.150 0.138 -0.166 -0.663 0.166 -0.125 -0.113 0.083 0.123 0.091 0.067 0.136 0.496 0.082 -0.118 -0.163

***

No. 11
Formula: C6H10ClN
Source: the OMol25 dataset
Level of theory: ωB97M-V/def2-TZVPD

- HOMO-LUMO gap (eV) = 10.297
- structure (SMILES) = C=C[C@]1([C@@H](C)Cl)CN1
- highest occupied orbital energy (eV) = -9.30
- lowest unoccupied orbital energy (eV) = 1.0

```
! RIJCOSX wB97M-V def2-TZVPD def2/J DEFGRID3
* xyz 0 1
N 0.578 -1.035 -1.503
C 1.177 -1.276 -0.277
C -1.824 -1.410 0.278
C -0.979 -0.092 0.145
C 1.274 1.863 -1.730
C 1.117 1.291 -0.570
H -2.402 -1.914 -0.658
H 1.210 1.964 0.212
H -2.556 -1.060 0.989
C 0.353 -0.070 -0.534
H 0.829 1.383 -2.612
H 1.697 2.906 -1.818
H 1.314 -0.908 -2.181
H -1.471 -2.318 0.854
H -1.698 0.706 -0.334
Cl -0.637 0.466 1.878
H 0.784 -2.078 0.440
H 2.373 -1.195 -0.170
*
```

Table of Löwdin atomic charges, one value per atom, all in e: 0.049 -0.175 -0.153 -0.590 -0.001 -0.126 0.128 0.063 0.027 -0.566 0.070 0.082 0.111 0.077 0.144 0.585 0.116 0.160

***

No. 12
Formula: C6H10ClN
Source: the OMol25 dataset
Level of theory: ωB97M-V/def2-TZVPD

- HOMO-LUMO gap (eV) = 9.971
- structure (SMILES) = C[C@@]1(Cl)CCCC=N1
- highest occupied orbital energy (eV) = -9.05
- lowest unoccupied orbital energy (eV) = 0.9

```
! RIJCOSX wB97M-V def2-TZVPD def2/J DEFGRID3
* xyz 0 1
H 1.562 -0.132 -2.018
H 0.654 -1.495 -1.473
C 1.148 -0.389 1.378
H 1.611 -0.227 2.339
C 1.011 -0.471 -1.173
C -2.087 0.627 0.635
H -2.838 0.327 1.478
Cl -1.500 -1.920 -0.253
H 0.073 1.444 -0.556
N -0.080 -0.428 1.327
C -0.241 0.455 -0.975
H -1.680 1.513 1.030
C 1.929 -0.304 0.089
H -0.702 0.483 -1.956
H -2.839 0.934 -0.171
C -0.933 -0.222 0.147
H 2.112 0.749 0.194
H 2.799 -0.943 -0.044
*
```

Table of Löwdin atomic charges, one value per atom, all in e: 0.086 0.087 -0.165 0.114 -0.197 -0.123 0.114 0.632 0.140 0.027 -0.186 0.050 -0.141 0.120 0.102 -0.869 0.101 0.109